# 1
Density functional theory data (wB97M-V/def2-TZVPD) for a 6-piece molecular cluster, C20H41FN7O5 overall.

Output
- charge = +1
- HOMO energy (eV) = -10.227

XYZ file:
```
74
Properties=species:S:1:pos:R:3:forces:R:3:lowdin_charge:R:1
F -5.38907 -1.01046 4.75814 -0.221 -0.694 0.530 0.06
N -4.34453 -1.46287 5.52334 1.261 1.337 -0.425 0.13
C -3.12377 -0.66011 5.08764 3.243 1.544 0.239 -0.20
C -2.09987 -0.42013 6.20607 1.022 1.702 -3.173 0.03
C -0.84657 0.44998 5.80085 -4.551 -1.443 -3.645 0.02
C -0.92610 0.89134 4.30465 -0.511 -0.898 1.100 0.00
C -2.03886 0.51051 3.31013 0.386 -0.720 3.645 -0.06
N -3.14230 -0.27538 3.73197 2.858 0.789 2.929 0.09
H -4.55089 -1.22616 6.51148 -0.112 -0.224 -0.545 0.20
H -4.20308 -2.48854 5.37651 -0.484 -0.307 -0.716 0.15
H -2.20695 -0.83000 7.27717 0.003 0.686 -1.968 0.12
H -0.01710 0.73941 6.51953 -1.283 -0.463 -1.198 0.11
H -0.06108 1.53427 3.89886 -1.454 -1.174 0.664 0.10
H -2.02429 0.86894 2.21681 -0.025 -0.698 2.035 0.13
C -5.59825 -5.95575 4.15701 0.079 0.036 0.218 0.00
C -4.89022 -4.77646 3.54764 -0.257 -0.044 -0.817 -0.51
O -4.21303 -3.99835 4.22251 0.174 0.730 0.655 -0.02
N -5.01258 -4.58105 2.21356 0.174 -0.038 1.104 0.02
C -5.75554 -5.37576 1.25767 0.149 0.244 -0.332 -0.06
H -5.40568 -5.97913 5.23001 0.041 0.072 -0.170 0.09
H -6.67530 -5.86761 4.00086 0.065 -0.160 -0.079 0.09
H -5.22583 -6.88377 3.71881 -0.184 0.018 -0.010 0.10
H -4.50970 -3.77075 1.87746 -0.054 -0.096 -0.050 0.15
H -5.05833 -5.74037 0.50104 -0.212 -0.126 -0.042 0.09
H -6.49676 -4.73183 0.78066 -0.061 -0.228 -0.070 0.09
H -6.25703 -6.22061 1.72450 0.103 0.138 0.027 0.08
C 4.20113 -0.54441 2.54677 0.108 0.133 0.034 0.00
C 2.75400 -0.17111 2.36986 -0.353 0.026 -0.002 -0.53
O 2.32839 0.94519 2.65540 0.098 -0.416 0.421 -0.02
N 1.90796 -1.11448 1.87582 0.455 0.473 0.304 0.01
C 2.21453 -2.47452 1.48244 -0.476 -0.001 -0.212 -0.06
H 4.74844 0.30905 2.94773 -0.195 -0.056 -0.068 0.09
H 4.29074 -1.37445 3.25071 0.086 -0.056 -0.165 0.09
H 4.63909 -0.81455 1.58361 0.030 -0.142 0.123 0.09
H 0.95496 -0.79174 1.78489 0.113 -0.097 -0.056 0.13
H 1.94966 -2.59447 0.42971 0.117 -0.241 0.029 0.08
H 1.60382 -3.15083 2.08436 0.171 -0.188 -0.102 0.08
H 3.26595 -2.71678 1.62074 -0.114 0.134 0.028 0.08
C 1.30530 3.09508 1.18698 -0.046 0.055 -0.295 -0.02
C 1.52190 3.80554 -0.12210 0.042 0.107 -0.351 -0.53
O 2.01911 3.23943 -1.08681 -0.055 0.003 0.121 0.02
N 1.14730 5.11133 -0.21499 0.115 -0.493 0.054 0.00
C 0.54839 5.94420 0.80535 0.083 0.251 -0.459 -0.08
H 1.65269 2.06923 1.10113 -0.046 0.360 -0.098 0.05
H 1.87333 3.58666 1.97925 -0.151 -0.105 0.080 0.09
H 0.24051 3.08093 1.43445 0.028 0.122 0.143 0.08
H 1.32445 5.51680 -1.12346 -0.022 -0.009 0.129 0.14
H -0.41627 6.29879 0.43559 -0.038 0.104 0.275 0.08
H 1.20310 6.80153 0.97574 -0.184 0.051 0.236 0.08
H 0.40239 5.40908 1.74125 0.071 -0.024 -0.151 0.07
C 0.47720 -1.31932 -4.72582 0.001 -0.181 -0.087 -0.01
C 0.72322 -1.26936 -3.24166 0.072 -0.038 0.430 -0.55
O 0.49459 -2.22731 -2.50850 -0.032 -0.013 0.017 -0.01
N 1.21505 -0.11631 -2.71647 -0.271 -0.509 -0.292 0.01
C 1.54732 1.11313 -3.40487 -0.055 0.169 0.335 -0.09
H 0.08583 -2.30108 -4.99452 0.043 0.100 0.196 0.08
H -0.25883 -0.56399 -5.00936 0.176 0.048 -0.117 0.09
H 1.41241 -1.15929 -5.26681 -0.143 0.217 -0.078 0.07
H 1.35409 -0.15814 -1.71678 0.031 0.084 -0.134 0.13
H 2.60386 1.32480 -3.23085 -0.087 0.237 -0.180 0.08
H 0.94536 1.91579 -2.97507 0.213 0.142 -0.138 0.07
H 1.36168 1.05296 -4.47513 0.090 -0.202 0.130 0.06
C 2.84900 1.61566 -8.63987 -0.056 -0.110 -0.100 -0.01
C 3.09515 1.66448 -7.15533 0.032 -0.168 0.454 -0.54
O 2.86626 0.70793 -6.42567 -0.033 0.055 -0.162 0.02
N 3.58821 2.81806 -6.62803 -0.214 -0.412 -0.272 0.01
C 3.92022 4.04617 -7.31785 0.097 0.035 0.500 -0.08
H 2.45730 0.63456 -8.90934 0.071 0.110 0.176 0.09
H 2.11330 2.37151 -8.92306 0.153 0.030 -0.116 0.09
H 3.78436 1.77506 -9.18059 -0.128 0.124 -0.071 0.09
H 3.72732 2.77570 -5.62793 0.005 0.030 -0.119 0.14
H 4.97748 4.25992 -7.14702 -0.044 0.205 -0.206 0.08
H 3.31892 4.85196 -6.89130 0.103 0.154 -0.227 0.08
H 3.73258 3.98225 -8.38750 -0.007 -0.083 0.142 0.08
```
Positions in Å, forces in eV/Å.

***

# 2
Density functional theory data (wB97M-V/def2-TZVPD) for C20H41I2N5O8S as an isolated structure.

Output
- energy above the lowest of the compared OMol25 structures with the same formula, charge and spin (kJ/mol) = 354.9
- charge = 0
- HOMO energy (eV) = -8.664

XYZ file:
```
77
Properties=species:S:1:pos:R:3:forces:R:3:lowdin_charge:R:1
C 5.14411 2.23189 -0.64189 0.216 0.771 -0.769 -0.14
C 5.30925 1.23854 -1.88198 0.383 -0.241 1.380 -0.23
C 4.90033 -0.26615 -1.44156 1.308 1.601 -0.705 -0.20
N 3.70620 -0.73527 -2.18999 -0.131 -0.083 2.050 -0.01
C 2.55736 -1.02603 -1.32914 -1.331 -0.545 -3.208 -0.33
O 2.96746 -2.04084 -0.35399 -1.850 3.478 1.546 -0.14
S 1.94633 -1.66401 0.94012 -2.653 -6.674 4.437 0.77
O 0.85776 -2.69735 0.77968 1.936 3.671 -0.964 -0.38
O 2.47804 -1.96210 2.31660 0.330 2.755 -3.849 -0.29
O 1.49032 -0.05949 0.77034 0.773 -3.756 -1.748 -0.27
C 1.79282 0.21170 -0.64510 3.012 2.908 -0.501 -0.34
C 0.77321 1.04851 -1.50260 -2.285 -1.401 0.463 -0.61
I 1.65914 2.67489 -2.67970 -0.461 -1.098 0.795 0.90
C -0.60392 0.87203 -1.55926 1.416 0.988 -0.537 -0.66
C -1.61237 1.76007 -2.39963 -0.286 -1.329 0.564 -0.18
I -1.54138 -0.74723 -0.42322 0.417 1.190 -0.840 0.98
H 5.87807 3.09399 -0.77592 -0.936 -1.037 0.334 0.08
H 4.11650 2.71297 -0.63859 1.158 -0.696 0.194 0.03
H 5.33765 1.75585 0.36097 -0.181 0.437 -1.107 0.07
H 6.40453 1.22620 -2.18730 -1.436 0.101 0.172 0.10
H 4.66720 1.63796 -2.71835 0.786 -0.635 0.676 0.05
H 5.81616 -0.91685 -1.63350 -1.419 0.491 0.142 0.12
H 4.77227 -0.23278 -0.32230 -0.266 -0.318 -1.192 0.11
H 3.44997 -0.11370 -2.95936 0.036 -0.258 0.435 0.09
H 1.79412 -1.44155 -2.06337 0.707 -0.051 1.168 0.17
H 2.66115 0.95207 -0.53728 -1.075 -0.771 -0.066 0.10
H -2.43812 1.05790 -2.74135 1.035 1.023 0.444 0.06
H -1.15724 2.18767 -3.33663 -0.326 -0.367 1.282 0.02
H -2.09015 2.53724 -1.73191 0.688 -0.774 -0.673 0.09
C -0.72394 1.43534 -6.73402 0.021 0.133 -0.033 -0.01
C -1.35493 0.41801 -5.82043 -0.349 -0.135 0.316 -0.54
O -2.24042 0.71463 -5.03077 0.105 -0.034 -0.371 0.01
N -0.90855 -0.86509 -5.89393 -0.021 0.421 -0.060 0.01
C 0.12171 -1.40619 -6.75587 -0.236 -0.330 0.339 -0.08
H -1.18055 2.40878 -6.56156 -0.038 -0.161 0.079 0.09
H 0.34570 1.51322 -6.52753 -0.003 -0.026 -0.169 0.08
H -0.88745 1.15634 -7.77688 0.175 0.028 0.008 0.09
H -1.37660 -1.48949 -5.25316 0.049 0.026 -0.053 0.14
H -0.31969 -2.19374 -7.37009 0.238 0.005 -0.138 0.08
H 0.90471 -1.83880 -6.12950 0.147 -0.026 -0.233 0.08
H 0.55597 -0.64734 -7.40160 -0.092 -0.002 0.093 0.07
C -5.31001 0.35128 1.25731 -0.038 -0.048 0.001 -0.02
C -4.40088 1.50653 1.57734 0.194 0.257 -0.366 -0.56
O -3.84637 2.15997 0.70367 -0.029 -0.046 0.101 0.00
N -4.20344 1.81716 2.88844 -0.113 -0.168 -0.281 0.00
C -4.76503 1.16881 4.05440 0.324 0.411 0.052 -0.08
H -5.36840 0.22586 0.17726 0.110 0.110 0.099 0.09
H -4.91528 -0.56952 1.69097 -0.152 -0.017 -0.011 0.05
H -6.31495 0.54797 1.63809 0.027 -0.122 0.064 0.09
H -3.58319 2.60135 3.02569 -0.055 -0.068 0.008 0.14
H -5.33521 1.90857 4.62084 -0.094 -0.208 0.156 0.08
H -3.94468 0.79969 4.67391 -0.194 -0.143 0.150 0.08
H -5.41562 0.33986 3.78808 0.091 0.077 -0.082 0.08
C 2.12893 1.71841 2.74296 0.148 0.344 0.278 0.00
C 3.05106 2.86574 3.05922 0.204 0.308 -0.119 -0.54
O 3.61503 3.50660 2.18240 -0.076 -0.135 0.053 0.03
N 3.24803 3.18104 4.36879 -0.110 -0.156 -0.335 0.00
C 2.67550 2.54572 5.53706 0.330 0.408 0.065 -0.08
H 2.07260 1.59101 1.67244 0.178 0.412 0.235 0.05
H 2.51268 0.79529 3.18354 -0.185 -0.036 0.002 0.09
H 1.12557 1.92932 3.11975 0.012 -0.174 0.049 0.10
H 3.87695 3.95887 4.50373 -0.053 -0.066 0.020 0.14
H 2.11247 3.29524 6.09748 -0.096 -0.208 0.151 0.08
H 3.48961 2.17079 6.16091 -0.199 -0.134 0.145 0.08
H 2.01594 1.72285 5.27383 0.082 0.081 -0.074 0.07
C -4.57133 -4.94223 2.14152 -0.142 -0.037 -0.061 -0.01
C -3.68337 -3.72731 2.19189 0.291 0.359 0.002 -0.54
O -3.99598 -2.67007 1.65717 -0.041 -0.084 -0.018 -0.01
N -2.50296 -3.83085 2.85620 -0.547 -0.044 -0.186 0.01
C -1.96154 -4.98370 3.54511 0.328 0.392 -0.020 -0.07
H -5.47376 -4.70763 1.57914 0.146 0.106 0.036 0.08
H -4.05525 -5.76375 1.64080 -0.051 -0.066 0.156 0.09
H -4.86030 -5.23838 3.15191 0.071 -0.152 -0.070 0.09
H -1.96120 -2.97827 2.84717 0.060 -0.111 -0.036 0.14
H -1.80057 -4.71685 4.59157 0.045 -0.256 0.034 0.08
H -1.00244 -5.23849 3.09007 -0.014 -0.192 0.143 0.09
H -2.62541 -5.84268 3.49085 -0.011 0.127 -0.043 0.07
```
Positions in Å, forces in eV/Å.

***

# 3
Density functional theory data (wB97M-V/def2-TZVPD) for C20H41InN2O4 as an isolated structure.

Output
- energy above the lowest of the compared OMol25 structures with the same formula, charge and spin (kJ/mol) = 422.0
- charge = +2
- HOMO energy (eV) = -12.169

XYZ file:
```
68
Properties=species:S:1:pos:R:3:forces:R:3:lowdin_charge:R:1
In 0.70046 -4.27782 -4.80941 0.080 0.075 0.118 0.99
C 1.23348 -0.85179 0.98336 0.755 0.012 0.094 0.02
C 1.68383 -1.57115 -0.30409 -1.439 2.705 2.416 -0.70
O 2.50049 -1.05615 -1.09037 0.377 -0.447 -0.325 0.13
O 1.03337 -2.56057 -0.60430 -0.394 -2.213 -1.425 0.13
H 0.73688 0.08924 0.74682 0.545 0.254 -0.262 0.09
H 2.09277 -0.73635 1.64395 0.192 0.528 -0.162 0.09
H 0.50223 -1.31743 1.64408 -0.129 -0.909 -0.506 0.08
C 4.06740 6.49373 -1.52442 0.568 1.090 0.135 -0.02
C 2.89075 5.88403 -2.30759 0.376 1.948 -0.378 -0.43
C 2.12729 7.07643 -3.06718 -1.248 -1.783 -2.311 -0.12
C 2.75279 7.65295 -4.34253 3.702 0.113 2.578 -0.17
C 3.42429 6.43974 -5.12103 -2.879 2.480 0.835 -0.12
C 4.20739 5.33658 -4.39874 0.176 0.535 -2.610 -0.48
N 3.42870 4.85407 -3.27236 0.376 -0.002 0.557 0.02
O 4.03038 3.68175 -2.69484 -1.350 1.821 -0.710 0.05
C 4.34422 4.26838 -5.51966 -0.933 -1.423 -0.077 -0.03
C 5.65036 5.82644 -4.10256 0.134 0.227 0.517 0.00
C 1.91768 5.38895 -1.28429 -1.179 -1.179 0.962 -0.03
H 3.68827 7.05413 -0.66983 -0.208 -0.449 0.194 0.10
H 4.57760 7.30012 -2.05122 0.228 -0.466 -0.398 0.08
H 4.78437 5.75094 -1.17468 0.051 0.085 0.119 0.09
H 1.30580 6.55472 -3.55816 -0.709 -0.501 0.591 0.11
H 1.61011 7.80667 -2.44476 0.676 -0.123 0.528 0.13
H 3.50859 8.31218 -3.91557 0.688 0.377 -0.424 0.09
H 2.18501 8.34867 -4.96034 -0.560 -0.721 -0.025 0.12
H 3.87945 6.91673 -5.98903 0.357 -0.838 -0.057 0.13
H 2.41110 6.09939 -5.33486 0.422 -1.373 -1.265 0.12
H 4.66648 4.62779 -6.49695 0.760 0.564 0.515 0.10
H 4.89056 3.37171 -5.22710 0.433 0.306 0.097 0.09
H 3.38224 3.86557 -5.83657 -0.528 0.092 0.581 0.09
H 6.29548 5.88545 -4.97916 -0.538 -0.182 -0.372 0.10
H 5.60158 6.84212 -3.70997 0.245 -0.248 0.285 0.08
H 6.17867 5.13134 -3.44998 -0.056 0.178 0.332 0.09
H 0.90896 5.76283 -1.45971 -0.053 -0.298 -0.386 0.09
H 2.11711 5.74633 -0.27403 0.415 0.055 -0.154 0.09
H 1.88044 4.30411 -1.18513 -0.004 -0.064 -0.261 0.09
H 4.72014 4.08297 -2.16109 0.638 -0.236 0.623 0.08
C -4.11153 -5.34886 6.12414 1.029 -0.834 1.142 -0.02
C -4.00240 -4.97879 4.63793 1.690 1.495 -0.030 -0.46
C -2.51750 -4.65992 4.31994 0.610 -1.293 0.649 -0.14
C -2.05410 -4.82186 2.89684 -0.642 -0.131 -1.329 -0.18
C -2.63287 -6.14138 2.35297 0.228 0.430 -0.052 -0.12
C -4.18430 -6.23296 2.35838 0.712 -1.543 0.462 -0.46
N -4.52332 -6.01660 3.75096 -1.465 0.523 0.462 0.00
O -5.89591 -6.08189 3.96179 0.297 -0.514 -0.551 0.06
C -4.83386 -5.19668 1.43516 0.403 0.128 -0.256 0.01
C -4.62639 -7.71201 1.95944 0.083 0.150 0.963 0.01
C -4.72768 -3.64292 4.40927 -1.682 0.653 0.520 -0.01
H -5.04988 -5.52507 6.65003 -0.423 0.281 -0.738 0.09
H -3.55345 -4.67905 6.77836 -0.322 1.027 -0.473 0.10
H -3.48543 -6.19763 6.39932 -0.162 -0.778 -0.743 0.09
H -2.15480 -3.75838 4.81368 -0.547 0.289 -0.207 0.13
H -1.89877 -5.42061 4.79602 -0.160 -0.315 0.528 0.12
H -0.97262 -4.94721 2.94971 0.036 0.271 -0.337 0.12
H -2.29502 -4.04464 2.17160 0.058 0.495 0.353 0.11
H -2.13753 -6.84118 3.02604 -0.670 -0.867 -0.228 0.13
H -2.31758 -6.35574 1.33182 0.209 0.071 0.025 0.13
H -5.91330 -5.24552 1.29192 0.049 -0.228 0.526 0.10
H -4.54002 -4.21788 1.81425 -0.158 0.013 -0.558 0.06
H -4.39799 -5.40843 0.45881 0.116 0.338 -0.119 0.10
H -3.99490 -8.43352 2.47783 0.255 0.140 0.064 0.08
H -5.63009 -7.94563 2.31454 -0.116 0.380 -0.163 0.08
H -4.58481 -7.98735 0.90560 0.136 0.679 -0.098 0.09
H -4.67443 -3.17976 3.42401 0.323 -0.303 0.076 0.08
H -4.42872 -2.90007 5.14880 0.584 -0.161 -0.042 0.10
H -5.78324 -3.76744 4.65091 -0.161 -0.158 -0.301 0.09
H -5.99428 -6.69581 4.69324 -0.300 -0.228 0.487 0.14
```
Positions in Å, forces in eV/Å.